1.
Below is a structure of composition C10H14N3O4Pt in a non-equilibrium geometry, with properties calculated with ωB97M-V/def2-TZVPD.

Summary:
Electronic energy = -972.6476 hartree

Geometry as ORCA input:
```
! RIJCOSX wB97M-V def2-TZVPD def2/J DEFGRID3
* xyz 3 1
Pt 0.271 -0.015 0.154
O -2.214 0.177 0.434
C -3.006 -0.497 1.054
C -2.720 -1.750 1.744
C -3.722 -2.478 2.371
C -3.407 -3.671 3.006
C -2.113 -4.189 3.028
C -1.107 -3.488 2.415
C -1.345 -2.225 1.763
O -0.374 -1.601 1.263
N -4.554 -4.440 3.719
O -4.183 -5.414 4.268
O -5.600 -3.911 3.588
H -4.060 -0.174 1.128
H -4.747 -2.115 2.377
H -1.888 -5.129 3.523
H -0.091 -3.860 2.408
N 2.488 -0.179 -0.476
C 2.579 -0.207 -1.932
C 2.204 1.126 -2.567
C 0.717 1.471 -2.529
N 0.195 1.724 -1.173
H 3.072 0.564 -0.083
H 2.807 -1.064 -0.073
H 1.949 -1.018 -2.325
H 3.605 -0.463 -2.242
H 2.508 1.100 -3.615
H 2.782 1.929 -2.098
H 0.127 0.675 -3.000
H 0.566 2.365 -3.154
H -0.792 1.997 -1.240
H 0.688 2.524 -0.755
*
```

Here are the natural (NBO) charges for atoms 1 to 4, given in e:
1. Pt 1.016
2. O -0.498
3. C 0.431
4. C -0.027

***

2.
Below is a cluster of 2 separate species, C10H14N4O in total in a non-equilibrium geometry, with properties calculated with ωB97M-V/def2-TZVPD.

Summary:
Relative energy (zero: lowest compared OMol25 entry of this formula, charge and spin) = 76.4 kcal per mole
Electronic energy = -683.5521 hartree

Geometry as ORCA input:
```
! RIJCOSX wB97M-V def2-TZVPD def2/J DEFGRID3
* xyz 0 1
C -1.231 1.997 -1.363
C 1.760 2.813 1.920
C -0.259 2.461 1.444
C 0.432 -0.159 -1.278
C 1.494 -2.756 0.521
C -2.460 -1.188 -1.125
C 1.067 -1.307 0.812
C -1.216 -1.766 -0.650
C 0.158 2.242 -1.131
C -0.090 -0.788 -0.105
N -2.315 1.831 -1.741
N 0.531 2.622 2.497
N 1.753 2.780 0.621
N 0.462 2.515 0.254
O 1.167 -0.427 -2.160
H 2.729 3.079 2.425
H -1.346 2.461 1.429
H 1.810 -3.083 1.575
H 0.663 -3.288 0.143
H 2.284 -2.828 -0.239
H -3.300 -1.936 -0.968
H -2.310 -0.910 -2.192
H -2.696 -0.243 -0.473
H 1.913 -0.655 0.595
H 0.811 -1.237 1.877
H -0.548 -2.278 -1.447
H -1.272 -2.384 0.209
H 0.698 2.593 -1.938
H -0.690 -0.159 0.486
*
```

Here are the natural (NBO) charges for atoms 1 to 4, given in e:
1. C 0.213
2. C 0.130
3. C 0.156
4. C 0.791

***

3.
Below is an isolated molecule of C10H14O in a non-equilibrium geometry, with properties calculated with ωB97M-V/def2-TZVPD.

Summary:
Relative energy (zero: lowest compared OMol25 entry of this formula, charge and spin) = 67.2 kcal per mole
SMILES string = C=C1CC[C@H](C=C=O)C1(C)C
Electronic energy = -464.5779 hartree

Geometry as ORCA input:
```
! RIJCOSX wB97M-V def2-TZVPD def2/J DEFGRID3
* xyz 0 1
C -1.331 2.071 0.047
C -0.361 1.186 0.283
C 1.051 1.516 0.529
C 1.822 0.113 0.637
C 0.880 -0.785 -0.102
C 1.135 -0.670 -1.562
C 1.295 -1.509 -2.511
O 1.208 -2.339 -3.324
C -0.589 -0.276 0.327
C -0.924 -0.861 1.810
C -1.638 -0.742 -0.642
H -1.051 3.119 0.121
H -2.291 1.658 -0.177
H 1.156 2.238 1.299
H 1.468 1.958 -0.345
H 2.851 0.352 0.137
H 1.877 -0.109 1.669
H 1.112 -1.846 0.280
H 1.161 0.353 -1.920
H -0.590 -0.082 2.491
H -0.530 -1.832 1.830
H -2.008 -0.984 1.952
H -1.591 -1.741 -0.761
H -1.558 -0.328 -1.665
H -2.555 -0.459 -0.402
*
```

Here are the natural (NBO) charges for atoms 1 to 4, given in e:
1. C -0.425
2. C 0.040
3. C -0.468
4. C -0.390

***

4.
Below is an isolated molecule of C10H14OSSi in a non-equilibrium geometry, with properties calculated with ωB97M-V/def2-TZVPD.

Summary:
Relative energy (zero: lowest compared OMol25 entry of this formula, charge and spin) = 9.0 kcal per mole
SMILES string = C[Si](C)(C)[C@@H]1CC(=O)c2ccsc21
Electronic energy = -1152.3374 hartree

Geometry as ORCA input:
```
! RIJCOSX wB97M-V def2-TZVPD def2/J DEFGRID3
* xyz 0 1
C -1.594 0.408 -1.522
Si -0.432 -0.975 -1.144
C -1.324 -2.655 -0.964
C 0.999 -1.121 -2.292
C 0.410 -0.721 0.594
C -0.548 -0.553 1.727
C -0.697 0.918 1.982
O -1.744 1.435 2.225
C 0.534 1.558 1.657
C 1.110 2.906 1.847
C 2.291 2.978 1.214
S 2.715 1.530 0.252
C 1.231 0.756 0.834
H -1.010 1.313 -1.147
H -1.888 0.537 -2.592
H -2.458 0.437 -0.924
H -1.127 -3.137 0.060
H -2.447 -2.535 -1.179
H -0.965 -3.421 -1.784
H 0.730 -1.198 -3.403
H 1.761 -0.411 -2.220
H 1.367 -2.128 -2.111
H 1.223 -1.463 0.894
H -0.318 -0.894 2.744
H -1.510 -1.005 1.677
H 0.767 3.601 2.504
H 2.925 3.839 1.071
*
```

Here are the natural (NBO) charges for atoms 1 to 4, given in e:
1. C -1.143
2. Si 1.671
3. C -1.136
4. C -1.132

***

5.
Below is a structure of composition C10H15BCsN11O2 in a non-equilibrium geometry, with properties calculated with ωB97M-V/def2-TZVPD.

Summary:
Electronic energy = -1187.7907 hartree

Geometry as ORCA input:
```
! RIJCOSX wB97M-V def2-TZVPD def2/J DEFGRID3
* xyz 0 1
Cs 0.992 -0.725 1.153
C -0.262 2.584 -0.888
C -0.932 3.388 0.052
N -1.774 2.685 0.788
N -1.675 1.410 0.351
C -0.779 1.329 -0.659
B -2.512 0.294 1.071
N -2.268 -1.059 0.277
C -2.741 -1.351 -0.947
C -2.242 -2.574 -1.339
C -1.458 -2.971 -0.243
N -1.476 -2.070 0.728
N -2.100 0.175 2.561
C -2.902 -0.048 3.613
C -2.132 -0.129 4.751
C -0.827 0.070 4.281
N -0.802 0.252 2.968
H 0.479 2.874 -1.614
H -0.844 4.449 0.229
H -0.577 0.385 -1.140
H -3.695 0.535 1.029
H -3.412 -0.658 -1.428
H -2.438 -3.110 -2.252
H -0.892 -3.880 -0.099
H -3.965 -0.123 3.457
H -2.462 -0.293 5.761
H 0.099 0.101 4.837
N 1.360 -0.411 -3.011
N 2.704 -0.133 -3.257
C 3.594 -0.083 -2.227
N 4.857 0.199 -2.565
N 3.090 -0.346 -1.033
N 3.979 -0.280 0.040
O 3.462 -0.701 1.070
O 5.090 0.192 -0.005
H 1.065 -1.240 -3.509
H 0.785 0.386 -3.249
H 2.996 0.134 -4.183
H 5.083 0.370 -3.528
H 5.533 0.373 -1.841
*
```

Here are the Mulliken charges for atoms 1 to 4, given in e:
1. Cs 1.293
2. C -0.653
3. C -0.536
4. N -1.131

***

6.
Below is a structure of composition C10H15ClCrFRu in a non-equilibrium geometry, with properties calculated with ωB97M-V/def2-TZVPD.

Summary:
Electronic energy = -2088.9910 hartree

Geometry as ORCA input:
```
! RIJCOSX wB97M-V def2-TZVPD def2/J DEFGRID3
* xyz -2 10
Ru 0.288 -0.233 -0.690
Cl -0.916 2.318 -1.297
C -1.562 -0.917 -0.827
H -1.143 -1.733 -0.169
H -1.905 -1.409 -1.763
H -2.309 -0.393 -0.192
Cr 0.415 0.956 -2.446
C -0.812 0.611 -3.982
C 1.997 1.246 -3.661
C 0.643 -1.179 -2.392
H 3.014 1.182 -3.211
H 1.884 0.559 -4.510
H 1.768 2.283 -3.990
H -1.761 0.159 -3.651
H -0.912 1.698 -4.252
H -0.280 0.045 -4.779
H -0.071 -1.858 -2.904
H 1.595 -1.676 -2.589
F 2.172 1.167 5.032
C 1.750 0.857 3.758
C 2.653 0.667 2.717
C 2.125 0.741 1.401
C 0.767 0.523 1.187
C -0.143 0.550 2.242
C 0.363 0.656 3.566
H 3.680 0.512 2.969
H 2.786 0.927 0.540
H -1.195 0.405 2.000
H -0.309 0.547 4.429
*
```

Here are the natural (NBO) charges for atoms 1 to 4, given in e:
1. Ru 0.760
2. Cl -0.514
3. C -1.007
4. H 0.192